(1)
A structure of composition C28H36N3O5SSn in a non-equilibrium geometry, computed with ωB97M-V/def2-TZVPD.

The geometry in XYZ format:
```
74
Properties=species:S:1:pos:R:3:lowdin_charge:R:1
Sn 0.13963 -2.11371 0.30596 1.4332
O 6.07196 -0.45656 -1.65642 0.1174
C 4.83667 -0.80623 -1.28793 -0.2629
C 3.77207 -0.89617 -2.19333 0.0867
C 2.53497 -1.26140 -1.71782 -0.1794
N 2.33035 -1.52222 -0.42932 0.0439
C 3.32951 -1.43967 0.43732 -0.1807
C 4.60599 -1.08967 0.06124 0.0960
C 2.95002 -1.72540 1.90751 -0.6235
O 3.82724 -1.60688 2.74095 0.0831
O 1.71409 -2.01003 2.05572 -0.1877
C 1.31458 -1.41961 -2.59905 -0.5871
O 1.39601 -1.26470 -3.80415 0.0791
O 0.24838 -1.74149 -1.94818 -0.2410
H 6.12745 -0.28987 -2.60320 0.1269
H 3.89885 -0.69672 -3.25033 0.1369
H 5.39614 -1.03316 0.79589 0.1445
C -0.44429 0.46787 2.33771 -0.0164
C 0.08364 1.37353 1.47559 -0.0177
C -0.76200 1.29124 0.16804 -0.0397
C -1.71430 0.34356 0.38963 -0.0544
C -1.59589 -0.15396 1.74689 -0.1547
C -2.59933 -0.93475 2.49256 -0.5482
C -1.93368 -2.01148 3.37145 -0.0173
C -3.64342 -1.57174 1.57141 -0.0309
C -3.27864 0.10632 3.42808 0.0054
C -0.77883 2.11422 -1.09969 -0.5134
C -1.62840 3.37496 -0.80769 -0.0132
C 0.59560 2.51640 -1.64937 -0.0272
C -1.48449 1.32688 -2.22251 -0.0479
C 1.23636 2.25993 1.86312 -0.5124
C 1.60314 2.05742 3.34144 -0.0430
C 2.49448 1.89080 1.04355 -0.0027
C 0.87241 3.74663 1.68808 -0.0256
H -0.11777 0.28565 3.34648 0.1252
H -2.51845 0.07778 -0.27554 0.1168
H -1.31757 -2.68111 2.77047 0.0553
H -2.71204 -2.60195 3.85213 0.0999
H -1.30641 -1.57516 4.14823 0.0964
H -3.16575 -2.19867 0.81415 0.0565
H -4.25050 -0.81720 1.06878 0.0935
H -4.31326 -2.19907 2.15726 0.0983
H -2.55348 0.57177 4.09475 0.0925
H -4.02237 -0.41564 4.02897 0.1043
H -3.77377 0.88959 2.85274 0.0990
H -1.18212 4.01315 -0.04767 0.0680
H -2.62404 3.08735 -0.46779 0.0933
H -1.72897 3.95041 -1.72881 0.0990
H 1.17209 3.13500 -0.97018 0.0607
H 0.45157 3.08672 -2.56655 0.0976
H 1.17420 1.62481 -1.90318 0.0855
H -2.56608 1.29867 -2.07826 0.0862
H -1.10015 0.30782 -2.28384 0.0650
H -1.29240 1.81915 -3.17538 0.0972
H 1.92124 1.03231 3.53771 0.0912
H 0.77153 2.31214 4.00108 0.0971
H 2.43849 2.71235 3.58629 0.0996
H 2.95930 1.00581 1.47425 0.0758
H 3.21261 2.70961 1.09849 0.1057
H 2.28347 1.68232 -0.00203 0.0580
H -0.04372 3.98309 2.23325 0.1000
H 0.73920 4.03232 0.64921 0.0542
H 1.67796 4.35262 2.10117 0.0967
S -1.35474 -4.24281 -0.70328 0.5960
C -1.70684 -3.44192 -2.16193 -0.8310
N -1.05049 -3.84088 -3.28822 0.0966
C -1.21358 -3.23214 -4.47227 -0.0209
C -2.12680 -2.22333 -4.57679 -0.0012
C -2.82075 -1.88808 -3.41036 -0.0833
N -2.61176 -2.46355 -2.24091 0.0981
H -0.37064 -4.58097 -3.17662 0.1564
H -0.60985 -3.57603 -5.29935 0.1485
H -2.28647 -1.70506 -5.50848 0.1215
H -3.57718 -1.11119 -3.43113 0.1244
```

Net charge   +1
Energy relative to the best compared isomer or geometry (same formula, charge and spin)   2.234 eV
LUMO level (alpha / beta)   -5.7 / -5.7 eV
Frontier orbital gap (alpha / beta)   5.214 / 5.219 eV



(2)
The molecule C6H11NO in a non-equilibrium geometry, computed with ωB97M-V/def2-TZVPD.

The geometry in XYZ format:
```
19
Properties=species:S:1:pos:R:3:nbo_charge:R:1
O -2.91814 -1.33398 0.96835 -0.5856
C -2.17715 -0.54919 0.43665 0.6853
N -1.39545 0.33076 1.22272 -0.6260
C -0.11877 0.77489 0.71315 -0.2176
C 0.86031 -0.38866 0.30813 -0.4690
C 2.25888 0.07965 0.26377 -0.1791
C 2.94252 0.35548 -0.85806 -0.3991
C -2.12922 -0.40825 -1.05290 -0.7507
H -1.32843 -0.12255 2.11862 0.3871
H 0.38202 1.54710 1.28843 0.2156
H -0.21282 1.35853 -0.21815 0.1954
H 0.43284 -0.91241 -0.54127 0.2178
H 0.70608 -1.09007 1.14617 0.2037
H 2.77897 0.36190 1.16988 0.2007
H 3.82477 0.95069 -0.64522 0.1996
H 2.66577 0.04005 -1.85156 0.1993
H -2.23225 -1.38403 -1.51461 0.2469
H -2.97702 0.20172 -1.41245 0.2510
H -1.36292 0.18836 -1.54164 0.2247
```

Energy relative to the best compared isomer or geometry (same formula, charge and spin)   1.395 eV
LUMO level   0.9 eV
Frontier orbital gap   10.446 eV



(3)
A cluster of 2 separate species, C7H19BClO5S in total in a non-equilibrium geometry, computed with ωB97M-V/def2-TZVPD.

The geometry in XYZ format:
```
34
Properties=species:S:1:pos:R:3:nbo_charge:R:1
C -2.96651 0.40902 1.01071 -0.6171
C -3.68207 0.32830 -0.34510 -0.4199
C -2.74469 0.26991 -1.53708 -0.0376
O -2.33848 -1.05359 -1.72159 -0.5643
C -1.09301 -1.23173 -2.42529 -0.3270
B -0.17496 -2.32682 -1.65915 0.3962
O -0.76416 -3.66774 -1.78232 -0.9347
Cl 1.55766 -2.29850 -2.49251 -0.4240
H -3.15290 1.35831 1.51074 0.1861
H -3.28621 -0.38761 1.67952 0.1981
H -1.89067 0.29900 0.88314 0.2352
H -4.38190 1.15519 -0.46932 0.1797
H -4.26193 -0.59479 -0.38341 0.2092
H -3.25447 0.64979 -2.43605 0.1365
H -1.86993 0.90278 -1.34755 0.1549
H -1.32586 -1.57631 -3.44041 0.1596
H -0.58452 -0.26665 -2.50158 0.1551
H -0.06555 -2.00300 -0.47547 -0.1402
H -0.79212 -4.06359 -0.92138 0.4588
O 1.78247 2.12903 2.92409 -0.9594
S 1.72095 1.84001 1.52071 2.3942
O 0.60799 1.12201 1.00124 -0.9172
O 3.08547 1.16097 1.09261 -0.7271
C 3.46420 -0.06956 1.76335 -0.0737
C 2.82122 -1.30240 1.16777 -0.6514
C 1.93111 3.32404 0.59926 -0.8888
H 3.25519 0.04274 2.82868 0.1896
H 4.54484 -0.10764 1.63672 0.1846
H 1.74058 -1.31380 1.30116 0.2442
H 3.23943 -2.18776 1.64922 0.2060
H 3.00924 -1.36347 0.09595 0.2492
H 2.79033 3.86414 0.98508 0.2411
H 1.01813 3.89933 0.73479 0.2468
H 2.06114 3.06040 -0.44656 0.2573
```

Net charge   -1
LUMO level   2.5 eV
Frontier orbital gap   7.009 eV



(4)
A cluster of 7 separate species, C36H96BF4N6O12 in total in a non-equilibrium geometry, computed with ωB97M-V/def2-TZVPD.

The geometry in XYZ format:
```
155
Properties=species:S:1:pos:R:3:lowdin_charge:R:1
C -10.06631 3.39519 -6.45281 -0.0699
O -9.40734 4.30206 -5.53390 -0.2001
C -8.40212 5.18897 -6.07195 -0.1508
C -7.39460 5.63456 -4.96377 -0.0928
N -6.68570 4.51851 -4.31694 0.0531
H -6.29212 3.88868 -5.00142 0.1680
H -5.86989 5.04212 -4.03342 0.1731
C -7.35380 3.71061 -3.23520 -0.0619
C -6.36271 2.66685 -2.65086 -0.1538
O -5.74461 1.98578 -3.78909 -0.1951
C -4.86351 0.98566 -3.30230 -0.1084
H -9.51507 2.55110 -6.86727 0.0915
H -10.74506 3.82196 -7.19122 0.0961
H -10.84587 2.97822 -5.81522 0.0908
H -8.87584 6.08429 -6.47455 0.1394
H -7.76218 4.67503 -6.78919 0.1262
H -7.93238 6.21140 -4.21134 0.1434
H -6.59016 6.27550 -5.32456 0.1426
H -8.29079 3.25762 -3.55915 0.1341
H -7.75493 4.43103 -2.52234 0.1407
H -6.80787 1.91178 -2.00293 0.1341
H -5.60825 3.21391 -2.08553 0.1194
H -4.20631 0.69076 -4.12037 0.0941
H -5.45870 0.08631 -3.14421 0.0906
H -4.23434 1.12669 -2.42346 0.0957
C -2.22112 9.39456 2.02720 -0.0675
O -1.24993 8.34874 1.95788 -0.2122
C -1.77860 7.01022 1.67830 -0.1492
C -0.69145 5.84781 1.46725 -0.0652
N 0.18480 6.23871 0.31005 0.0462
H -0.37248 6.12291 -0.52429 0.1656
H 0.48910 7.20168 0.32409 0.1539
C 1.50158 5.39226 0.14193 0.0047
C 2.55088 5.80395 1.30454 -0.1818
O 2.55865 7.22590 1.50244 -0.2193
C 3.37634 7.73090 2.64587 -0.0206
H -1.77431 10.38666 1.96231 0.1036
H -2.69497 9.15168 2.97829 0.0953
H -2.94862 9.28045 1.22357 0.0855
H -2.34628 6.99505 0.74792 0.1130
H -2.44313 6.70130 2.48519 0.1248
H -1.20223 4.90165 1.28841 0.1357
H 0.01682 5.65992 2.27418 0.1228
H 1.83175 5.74141 -0.83643 0.1309
H 1.20529 4.34470 0.19597 0.1328
H 3.52603 5.39621 1.03820 0.1213
H 2.41645 5.34016 2.28175 0.1104
H 4.37857 7.30963 2.56741 0.0862
H 2.89881 7.47891 3.59274 0.0866
H 3.45079 8.81757 2.60464 0.0963
C 4.30184 -9.30294 -8.32220 -0.0800
O 4.24923 -8.13629 -7.55105 -0.2049
C 3.04296 -7.42243 -7.37579 -0.1976
C 3.24703 -6.23071 -6.41462 -0.0531
N 3.92999 -6.85093 -5.19839 0.0782
H 4.64945 -7.53090 -5.39866 0.1706
H 4.55605 -6.15081 -4.82694 0.1662
C 2.92714 -7.26743 -4.11603 -0.0683
C 3.70976 -7.67188 -2.80433 -0.1973
O 4.39750 -6.54039 -2.34023 -0.1859
C 3.53394 -5.49464 -1.79800 -0.0361
H 3.76033 -10.14174 -7.88484 0.0936
H 5.32085 -9.67899 -8.41337 0.1027
H 3.93914 -9.11055 -9.33192 0.0988
H 2.19008 -8.02414 -7.06171 0.1267
H 2.87133 -7.06249 -8.39023 0.1378
H 2.27787 -5.78954 -6.18184 0.1330
H 3.87381 -5.45908 -6.86164 0.1405
H 2.39039 -8.15436 -4.45270 0.1328
H 2.24484 -6.44018 -3.92049 0.1090
H 4.30394 -8.57518 -2.94252 0.1358
H 3.00022 -8.08199 -2.08568 0.1261
H 4.10820 -4.59386 -1.58136 0.1027
H 2.99807 -5.86617 -0.92456 0.1016
H 2.88925 -5.18075 -2.61894 0.0672
C 9.92688 6.63952 2.02960 -0.0939
O 10.52724 5.42447 2.43720 -0.2096
C 11.22372 5.54208 3.72901 -0.1565
C 11.61850 4.13027 4.08448 -0.0686
N 10.37052 3.21706 4.06197 0.0584
H 9.64183 3.69355 4.57393 0.1598
H 9.99258 3.10699 3.13185 0.1454
C 10.52427 1.74718 4.62609 -0.0143
C 9.09546 1.07134 4.54880 -0.2111
O 8.52818 1.41187 3.31858 -0.2032
C 7.07895 1.69127 3.19332 -0.0343
H 9.52800 7.22418 2.85857 0.0905
H 9.11545 6.14478 1.49584 0.0900
H 10.42772 7.31458 1.33565 0.0981
H 10.61780 5.90955 4.55722 0.1311
H 12.10451 6.11567 3.44038 0.1480
H 12.17856 3.88740 4.98751 0.1440
H 12.11485 3.71762 3.20617 0.1389
H 10.89061 1.64517 5.64760 0.1376
H 11.11542 1.33870 3.80647 0.1342
H 8.56679 1.48335 5.40838 0.1202
H 9.11841 0.00168 4.75714 0.1354
H 6.87629 1.97603 2.16087 0.0936
H 6.62153 2.44053 3.83943 0.0770
H 6.53360 0.81559 3.54526 0.0893
C 0.86437 2.90453 6.66341 -0.0638
O 0.32623 1.57571 6.39373 -0.1723
C 0.65713 0.77987 7.48176 -0.2081
C -0.64220 -0.08975 7.72575 -0.0571
N -1.10080 -0.87496 6.50023 0.0694
H -0.89894 -0.44768 5.60760 0.1722
H -0.51480 -1.69573 6.55538 0.1650
C -2.49198 -1.50539 6.63953 -0.0493
C -3.64723 -0.45924 6.46245 -0.2104
O -3.52830 0.13950 5.19559 -0.1806
C -4.20695 1.44108 5.04527 -0.0442
H 1.08215 3.52954 5.79737 0.0836
H 1.83630 2.68433 7.10496 0.0845
H 0.40822 3.60058 7.36736 0.0985
H 0.82950 1.36429 8.38555 0.1341
H 1.42432 0.02925 7.29180 0.1318
H -1.43683 0.65440 7.77967 0.1201
H -0.67022 -0.75400 8.58952 0.1434
H -2.52331 -1.97696 7.62174 0.1381
H -2.52522 -2.25130 5.84541 0.1367
H -3.53217 0.25456 7.27815 0.1142
H -4.59556 -0.95199 6.67682 0.1361
H -3.37555 2.14130 5.12630 0.0791
H -4.92999 1.74248 5.80319 0.0940
H -4.64717 1.63650 4.06745 0.0843
C -7.61588 -8.90608 -4.63724 -0.0745
O -6.64591 -8.78042 -3.60106 -0.2048
C -5.32215 -9.24959 -3.98996 -0.1824
C -4.25926 -8.86692 -2.94841 -0.0458
N -4.38714 -7.35677 -2.55039 0.0709
H -3.97978 -6.76706 -3.26200 0.1707
H -5.37383 -7.16784 -2.44624 0.1499
C -3.71394 -7.10464 -1.16770 -0.0317
C -3.88362 -5.57122 -0.82228 -0.2410
O -5.17654 -5.05948 -0.72638 -0.1972
C -5.28746 -3.91353 0.15906 -0.0493
H -8.56599 -8.50405 -4.28545 0.1024
H -7.72343 -9.95194 -4.92484 0.0968
H -7.29729 -8.38063 -5.53752 0.0915
H -4.91030 -9.00616 -4.96936 0.1253
H -5.54480 -10.31280 -4.08003 0.1377
H -3.23306 -8.82269 -3.31318 0.1351
H -4.50855 -9.42055 -2.04317 0.1371
H -2.64555 -7.30130 -1.25699 0.1335
H -4.27346 -7.66912 -0.42178 0.1416
H -3.31535 -4.89730 -1.46338 0.1265
H -3.34881 -5.44253 0.11873 0.1242
H -4.43821 -3.23038 0.14556 0.0896
H -5.35324 -4.37615 1.14383 0.0977
H -6.17597 -3.38480 -0.18603 0.0961
B 0.80330 -0.68198 1.01693 -1.3607
F 2.15849 -0.41363 0.83835 0.0795
F 0.45299 -1.23540 -0.21540 0.0689
F 0.55304 -1.62654 2.00666 0.0976
F 0.20823 0.54034 1.07407 0.1157
```

Net charge   +5
Energy relative to the best compared isomer or geometry (same formula, charge and spin)   1.867 eV
LUMO level   -7.8 eV
Frontier orbital gap   9.095 eV